Record 1
C15H35BrO2P | the ωB97M-V functional and the def2-TZVPD basis

Geometry as XYZ:
```
54
Properties=species:S:1:pos:R:3:mulliken_charge:R:1
C -2.64257 1.14443 2.59839 -0.697
C -1.46150 2.21896 2.20588 -0.516
C -1.22519 2.36692 0.55955 0.118
C 0.16273 1.58282 0.12972 -0.793
C -0.13564 -0.02290 0.26864 0.037
P 0.14826 -1.05937 -1.29988 0.293
C 1.30076 -2.31647 -0.44435 -0.634
C 0.64389 -3.17183 0.78019 -0.609
C -0.97475 -3.39130 0.71909 -0.263
Br -1.52359 -4.07062 2.56069 -0.255
C -1.02388 0.04815 -2.38756 -1.095
C -2.61601 -0.08007 -1.93551 0.419
C -3.47670 0.97850 -2.84636 -0.680
O -3.69332 2.28001 -2.14689 -0.352
C -4.93769 2.16005 -1.36979 -0.611
H -3.07287 0.54688 1.65929 0.095
H -2.25211 0.29232 3.33769 0.224
H -3.55357 1.64704 3.16027 0.271
H -0.46539 1.89623 2.72904 0.282
H -1.82376 3.27336 2.62539 0.329
H -2.15790 2.01096 -0.05063 -0.352
H -1.09593 3.52565 0.35150 0.364
H 0.96878 1.88823 0.95545 0.312
H 0.61417 1.92227 -0.89472 0.334
H -1.22187 -0.28464 0.67158 -0.314
H 0.60060 -0.41056 1.12578 0.319
H -0.64446 -2.18152 -1.76213 -0.033
H 1.26360 -0.68027 -2.17776 -0.057
H 2.25342 -1.75365 -0.06016 0.127
H 1.68147 -3.08009 -1.27879 0.485
H 1.13239 -4.25774 0.75173 0.312
H 0.87750 -2.66670 1.83630 0.371
H -1.29256 -4.25953 -0.02275 0.362
H -1.61081 -2.42502 0.54481 0.104
H -0.99105 -0.40452 -3.49304 0.495
H -0.64857 1.15101 -2.49464 0.206
H -2.93930 -1.18990 -2.23362 0.370
H -2.79825 0.06397 -0.78989 -0.307
H -2.88481 1.21521 -3.83927 0.314
H -4.50571 0.45096 -3.13877 0.273
H -4.86871 2.87575 -0.41707 0.223
H -5.86736 2.47658 -2.03413 0.248
H -5.12528 1.06362 -0.99269 0.276
C 6.47486 -0.82409 1.42002 -1.446
C 5.43342 -0.56526 0.31867 0.447
C 4.92362 0.88133 0.43164 -1.275
O 4.40945 -1.37376 0.52993 -0.802
H 6.06422 -0.68127 2.42834 0.302
H 6.87553 -1.84393 1.36186 0.320
H 7.32096 -0.13493 1.31305 0.405
H 5.98272 -0.61640 -0.63208 0.124
H 4.45583 1.08727 1.40338 0.265
H 4.18857 1.11050 -0.35025 0.233
H 5.75435 1.58738 0.31485 0.431
```

Properties
- total charge = -1
- highest occupied orbital energy (eV) = -2.68

=====

Record 2
C15H35FN3O6S | the ωB97M-V functional and the def2-TZVPD basis

Geometry as XYZ:
```
61
Properties=species:S:1:pos:R:3:mulliken_charge:R:1
C -8.68601 -0.05292 3.08206 0.153
C -7.90558 -0.93727 3.28146 -0.352
C -6.87428 -1.96063 3.31998 -0.590
N -6.21267 -2.12786 1.95882 -0.383
S -5.13921 -0.82494 1.40756 1.154
O -5.83318 0.38808 1.53691 -0.461
O -4.63062 -1.28096 0.17999 -0.350
F -4.09912 -0.93064 2.51688 -0.131
H -9.35911 0.75153 2.88502 0.396
H -6.11794 -1.75016 4.07482 0.323
H -7.34899 -2.91971 3.53870 0.348
H -6.89798 -2.29609 1.21010 0.439
H -5.62843 -2.97630 2.00075 0.432
C 2.85614 -3.71252 -1.08545 -0.703
O 2.08356 -3.23737 0.00065 -0.390
C 1.91755 -1.82637 0.04798 -0.747
C 0.50457 -1.41684 -0.31627 -0.220
N 0.22630 -1.62212 -1.73134 -0.308
C -1.17867 -1.52074 -2.11280 -0.916
C -2.19357 -2.45361 -1.45645 -0.132
O -2.09056 -3.81218 -1.82863 -0.474
C -1.08155 -4.55669 -1.16814 -0.530
H 3.10925 -4.75027 -0.87583 0.259
H 2.30727 -3.68013 -2.03339 0.292
H 3.78227 -3.14200 -1.19374 0.328
H 2.65369 -1.32024 -0.58309 0.412
H 2.10358 -1.51850 1.07958 0.304
H 0.37155 -0.35835 -0.08350 0.361
H -0.17479 -1.98958 0.33137 0.300
H 0.57445 -2.52819 -2.01359 0.155
H -1.22959 -1.69677 -3.18968 0.392
H -1.50386 -0.48727 -1.94618 0.353
H -3.18066 -2.13675 -1.80036 0.378
H -2.20065 -2.35923 -0.36182 0.177
H -0.95625 -4.23976 -0.12897 0.266
H -0.12328 -4.48718 -1.68677 0.162
H -1.38665 -5.60271 -1.18054 0.312
C 1.89290 2.06781 1.84673 -0.828
O 2.44156 1.53324 0.66036 -0.261
C 1.74612 1.87116 -0.53462 -0.628
C 2.49984 2.88142 -1.37392 -0.295
N 2.50884 4.20054 -0.75612 -0.320
C 3.43088 5.16481 -1.35575 -0.719
C 4.91910 4.83279 -1.41440 -0.459
O 5.57883 4.83023 -0.16378 -0.442
C 5.43338 3.65322 0.60404 -0.476
H 2.35750 1.54904 2.68420 0.261
H 2.09609 3.13808 1.95482 0.339
H 0.81020 1.90811 1.89145 0.330
H 0.73157 2.22124 -0.31348 0.379
H 1.66460 0.94991 -1.11630 0.298
H 2.01571 2.95144 -2.35273 0.363
H 3.51136 2.48391 -1.52793 0.150
H 2.73172 4.10778 0.22531 0.108
H 3.32769 6.09354 -0.78990 0.383
H 3.08718 5.37592 -2.37361 0.396
H 5.39641 5.62881 -1.99061 0.364
H 5.12110 3.89908 -1.95422 0.333
H 5.40274 2.75851 -0.02393 0.268
H 4.53975 3.68867 1.23438 0.114
H 6.29794 3.58399 1.26392 0.335
```

Properties
- total charge = +1
- highest occupied orbital energy (eV) = -9.97

=====

Record 3
C15H35N10O16PS2 | the ωB97M-V functional and the def2-TZVPD basis

Geometry as XYZ:
```
79
Properties=species:S:1:pos:R:3:mulliken_charge:R:1
P 1.36258 -2.10911 1.96542 -0.105
C -0.34240 -1.86047 1.08563 -0.424
C -0.05313 -2.01597 -0.52047 -0.718
C -0.18883 -0.58135 -1.36365 -0.596
S 1.50531 0.27701 -1.57610 0.067
C 1.27731 1.36261 -3.08571 -0.232
S -0.34376 1.74234 -3.57173 -0.176
N 2.37243 1.97178 -3.93606 0.247
C 2.86099 1.23376 -5.17008 -0.092
C 4.00926 2.17451 -5.90428 -0.319
N 4.05962 3.37957 -4.95364 -0.506
C 3.10173 3.31025 -3.77125 -0.077
H 1.15676 -2.14637 3.40974 -0.030
H 1.75664 -3.46486 1.57940 -0.012
H -1.03977 -2.73362 1.49440 0.333
H -0.84791 -0.85520 1.40733 0.355
H -0.89418 -2.74051 -0.94572 0.270
H 0.97509 -2.53303 -0.74852 0.368
H -0.57980 -0.90965 -2.44270 0.378
H -0.95326 0.15316 -0.86582 0.349
H 2.49199 0.17384 -5.54632 0.294
H 4.61833 1.99815 -6.89582 0.290
H 2.93302 4.09250 -2.90334 0.297
C -0.22015 -7.11211 0.65569 -0.791
N 0.45077 -5.78823 0.75918 0.874
O 0.04412 -5.01430 1.63361 -0.466
O 1.36690 -5.56330 -0.04042 -0.513
H -1.00166 -7.17252 1.41597 0.293
H -0.64955 -7.18664 -0.34552 0.299
H 0.53858 -7.87991 0.82076 0.325
C 4.73246 0.03028 2.82037 -0.618
N 5.20152 -1.14685 3.60003 0.918
O 4.78057 -2.25760 3.25654 -0.510
O 5.97923 -0.92254 4.53496 -0.568
H 4.05763 -0.31322 2.03356 0.161
H 4.21190 0.69689 3.51103 0.306
H 5.61262 0.51258 2.39010 0.296
C 1.99664 3.46789 1.38786 -0.505
N 2.46569 2.29076 2.16751 0.800
O 2.04475 1.18001 1.82402 -0.225
O 3.24340 2.51507 3.10245 -0.572
H 1.32181 3.12439 0.60105 0.271
H 1.47608 4.13450 2.07852 0.076
H 2.87680 3.95019 0.95758 0.312
C 0.41550 0.34376 5.59344 -0.771
N -0.13078 1.00175 4.37601 0.896
O -0.90166 0.33915 3.67198 -0.501
O 0.22971 2.16505 4.16149 -0.501
H 0.01605 -0.67061 5.65619 0.322
H 1.50310 0.32472 5.49793 0.259
H 0.10274 0.93541 6.45633 0.293
C -3.44467 3.53526 -5.13032 -0.564
N -4.69696 3.24873 -4.37987 0.847
O -4.59256 3.02766 -3.16777 -0.506
O -5.74959 3.25389 -5.02885 -0.509
H -2.60130 3.49795 -4.43766 0.142
H -3.34217 2.77176 -5.90422 0.284
H -3.54215 4.53187 -5.56587 0.287
C -8.33045 3.80934 -7.13316 -0.655
N -8.81468 3.96164 -8.53167 0.824
O -8.00353 4.37143 -9.37015 -0.502
O -9.99560 3.66541 -8.74830 -0.510
H -7.27987 4.10391 -7.08899 0.298
H -8.93984 4.45833 -6.50084 0.282
H -8.44862 2.75977 -6.85592 0.264
C -0.00280 -10.96484 3.67337 -0.700
N 0.19144 -9.66055 2.98446 0.825
O 0.67889 -9.68744 1.84841 -0.535
O -0.15102 -8.64637 3.60366 -0.474
H 0.33980 -11.76631 3.01556 0.317
H 0.58555 -10.94270 4.59300 0.280
H -1.06873 -11.06969 3.88608 0.275
C 1.24222 6.56511 5.25089 -0.733
N 0.43405 6.52310 4.00245 0.831
O 0.54258 5.51732 3.29141 -0.558
O -0.28663 7.50111 3.77149 -0.501
H 1.82520 5.64478 5.32551 0.281
H 1.90013 7.43438 5.18853 0.299
H 0.54852 6.65124 6.08982 0.291
```

Properties
- highest occupied orbital energy (eV) = -7.93

=====

Record 4
C15H35N7O11Pb | the ωB97M-V functional and the def2-TZVPD basis

Geometry as XYZ:
```
69
Properties=species:S:1:pos:R:3:mulliken_charge:R:1
Pb -12.91119 21.93837 4.75158 2.624
N -12.85831 22.31314 0.88990 0.648
O -11.72369 22.64359 0.58327 -0.569
O -13.21405 22.14572 2.02514 -0.474
O -13.74867 22.13853 -0.01810 -0.740
N -9.77704 23.52346 3.43283 0.613
O -10.93728 23.05051 3.50829 -0.434
O -9.12687 23.63246 4.39378 -0.669
O -9.31650 23.75700 2.30389 -0.612
C -11.57398 18.74757 1.95284 -0.893
C -11.53956 18.67080 3.54251 0.478
O -12.03786 19.64266 4.16491 -0.728
N -10.83705 17.73220 4.24310 -0.235
C -10.97776 17.54456 5.76505 -0.566
H -10.87266 17.99756 1.58711 0.414
H -11.09042 19.70523 1.76008 0.189
H -12.61269 18.64457 1.63889 0.277
H -10.38168 17.00183 3.71461 0.238
H -11.94579 17.85348 6.15949 -0.115
H -10.28890 18.13792 6.36631 0.266
H -11.05857 16.49306 6.04056 0.430
C -14.75311 18.61222 7.78972 -1.576
C -14.58438 19.98344 7.27740 0.252
O -13.68980 20.37426 6.56652 0.050
N -15.58102 20.86229 7.62398 -0.026
C -15.62673 22.31271 7.60483 -0.600
H -14.43126 18.60442 8.83109 0.378
H -14.23558 17.85090 7.20606 0.249
H -15.80394 18.33105 7.72041 0.486
H -16.23802 20.33308 8.17931 0.243
H -16.02292 22.70986 6.67027 0.066
H -14.69468 22.81707 7.85979 0.062
H -16.28958 22.43575 8.46133 0.452
C -13.83492 25.97582 6.62388 -1.274
C -13.44412 25.47673 5.31662 0.581
O -13.71607 24.25315 4.98461 -0.445
N -12.86317 26.32439 4.48686 -0.099
C -12.74352 25.94401 3.08074 -0.920
H -12.95482 26.16508 7.23847 0.357
H -14.36129 25.24591 7.23891 0.100
H -14.51127 26.82940 6.57857 0.396
H -12.65647 27.27931 4.74278 0.250
H -12.99786 24.91712 2.81825 0.199
H -11.65750 25.85398 3.05704 0.387
H -13.10131 26.71712 2.40075 0.303
C -17.17972 23.15567 3.43966 -1.305
C -16.46134 21.97846 4.13607 0.266
O -15.24722 22.07037 4.41898 -0.038
N -17.23343 20.90301 4.34718 -0.107
C -16.67528 19.62254 4.62893 -0.763
H -17.05723 23.02670 2.36427 0.338
H -16.74423 24.11036 3.73463 0.171
H -18.23449 23.14928 3.71449 0.443
H -18.24242 20.87993 4.38584 0.248
H -15.58752 19.57560 4.57719 0.082
H -17.07599 18.93187 3.88697 0.392
H -16.94209 19.30469 5.63684 0.311
C -10.48875 24.42065 7.72495 -1.031
C -11.04020 22.99720 7.75908 0.343
O -11.92442 22.59128 6.93305 -0.275
N -10.35547 22.18882 8.50681 -0.147
C -10.75522 20.77830 8.80627 -0.602
H -11.07693 25.08181 7.08854 -0.087
H -9.48844 24.60890 7.33503 0.394
H -10.64402 24.90466 8.68918 0.410
H -9.38309 22.43200 8.38251 0.277
H -11.63907 20.75959 9.44390 0.250
H -10.02552 20.07526 9.20799 0.393
H -11.03492 20.27151 7.88267 0.023
```

Properties
- highest occupied orbital energy (eV) = -6.37
- energy relative to the best compared isomer or geometry (same formula, charge and spin) (eV) = 4.932

=====

Record 5
C15H36As3Cu | the ωB97M-V functional and the def2-TZVPD basis

Geometry as XYZ:
```
55
Properties=species:S:1:pos:R:3:mulliken_charge:R:1
Cu 1.89604 -0.88832 0.13502 -0.738
C 2.21161 0.47049 -3.01884 -1.296
As 1.15771 0.74134 -1.40011 0.938
C 1.47274 2.66887 -1.24030 -1.302
C -0.59615 0.57170 -2.28273 -2.041
C -1.90194 0.75340 -1.47760 2.648
C -3.00382 1.05367 -2.50894 -2.345
C -2.31479 -0.52626 -0.72689 -1.767
As -0.94445 -1.63537 0.19043 0.613
C -2.24632 -2.99653 0.77200 -1.241
C -0.88404 -0.69282 1.91298 -1.231
C -1.73841 1.93680 -0.50653 -1.306
As -3.38088 2.79215 0.21493 0.269
C -3.56755 1.81087 1.91008 -1.114
C -2.42000 4.31248 1.01036 -1.187
H 1.93714 1.20728 -3.77455 0.405
H 2.03847 -0.52919 -3.41372 0.370
H 3.27050 0.57278 -2.78763 0.419
H 1.07100 3.20671 -2.09894 0.410
H 2.55452 2.80040 -1.21532 0.461
H 1.05484 3.07776 -0.32355 0.328
H -0.58868 -0.41914 -2.74573 0.401
H -0.57656 1.31229 -3.08826 0.637
H -2.98878 0.30524 -3.30420 0.521
H -2.86022 2.04120 -2.95441 0.436
H -3.98889 1.03511 -2.04182 0.535
H -2.76151 -1.21885 -1.44764 0.610
H -3.09180 -0.27521 0.00143 0.314
H -3.16283 -2.54048 1.14930 0.340
H -1.80313 -3.60757 1.55783 0.403
H -2.49626 -3.64810 -0.06504 0.394
H -1.88927 -0.42428 2.24078 0.388
H -0.26581 0.20334 1.85515 0.272
H -0.43489 -1.35714 2.65129 0.512
H -1.23423 2.75319 -1.03226 0.669
H -1.08921 1.63951 0.32414 0.107
H -4.03423 0.83817 1.76115 0.314
H -4.21262 2.39353 2.56859 0.484
H -2.59928 1.68096 2.39495 0.248
H -2.08676 5.00635 0.23931 0.348
H -1.55488 3.97050 1.58086 0.317
H -3.09264 4.84755 1.68030 0.405
C 4.72521 -1.81851 2.07344 -1.382
C 3.79896 -2.91543 1.55332 0.812
C 4.35842 -3.49253 0.25518 -1.439
C 2.37220 -2.39216 1.36061 -0.960
H 5.71620 -2.21423 2.31363 0.428
H 4.31574 -1.35652 2.97454 0.354
H 4.83778 -1.03806 1.31536 0.160
H 3.79481 -3.72449 2.29697 0.231
H 4.41730 -2.70865 -0.50578 0.191
H 3.71586 -4.28875 -0.12742 0.358
H 5.35971 -3.90614 0.40466 0.421
H 1.98188 -2.15004 2.36265 0.403
H 1.75215 -3.23890 1.02697 0.473
```

Properties
- highest occupied orbital energy (eV) = -7.20

=====

Record 6
C15H36IO9P3S3Si2 | the ωB97M-V functional and the def2-TZVPD basis

Geometry as XYZ:
```
69
Properties=species:S:1:pos:R:3:mulliken_charge:R:1
C 4.61918 0.93488 3.05071 -0.631
C 4.10566 1.15557 1.66967 -0.218
C 2.70516 1.99691 1.31654 -0.288
Si 1.25968 0.73545 1.45267 0.112
O -0.35204 1.41519 1.34017 0.002
Si -0.53046 2.91477 2.23045 0.393
I 0.42283 4.85138 0.92020 -0.144
C -2.44880 3.32602 2.34319 -0.723
C -3.37866 2.35333 1.41163 -0.500
C -4.34047 1.36520 2.35580 -0.431
C -5.85508 1.19168 1.66778 -0.662
S -6.64064 -0.43336 2.29097 1.032
O -6.03604 -1.65319 1.55138 -0.562
O -8.18680 -0.43667 1.98109 -0.598
O -6.36405 -0.51037 3.97845 -0.479
P 0.17664 2.86398 4.31172 0.393
O 1.87778 2.55720 4.51105 -0.403
O -0.09390 4.49899 4.95336 -0.546
S -0.92785 1.69551 5.47530 -0.293
P 1.38235 -0.61846 3.19744 0.455
O 0.13712 -1.62828 3.06209 -0.664
P 1.46845 -0.60106 -0.33436 0.194
S -0.04019 -0.21172 -1.54581 -0.445
H 5.61603 0.28835 3.14751 0.226
H 4.16266 1.36521 4.04061 0.137
H 4.72430 0.71152 0.75979 0.264
H 2.83237 2.34067 0.19561 0.366
H 2.65192 2.91067 2.04460 0.312
H -2.63982 4.48117 2.11042 0.334
H -2.78887 3.19320 3.47976 0.256
H -2.81556 1.77496 0.56545 0.317
H -4.15460 3.06902 0.85403 0.347
H -4.55799 1.87953 3.41069 0.276
H -3.89065 0.29555 2.50666 0.279
H -6.58689 2.06145 2.00263 0.347
H -5.81673 1.20491 0.48854 0.378
H -6.04599 -1.45961 4.17064 0.376
H 2.25529 3.08136 5.28959 0.298
H 0.63093 5.04834 4.48892 0.337
H 2.56887 -1.42416 3.06525 0.112
H 1.22196 0.03218 4.47200 0.036
H 2.66342 -0.18396 -1.08115 0.004
H 1.56637 -1.99729 0.02599 -0.023
C 0.09550 -5.60660 -1.60298 -0.551
C 1.37675 -5.36557 -2.35865 -0.566
C 1.18483 -3.95270 -2.86520 -0.277
O 0.36451 -3.27393 -1.90423 -0.221
C -0.17672 -4.24620 -0.99925 -0.470
H 0.16963 -6.39850 -0.85340 0.321
H -0.70483 -5.87126 -2.30425 0.265
H 2.22724 -5.40245 -1.66773 0.261
H 1.55642 -6.08573 -3.16090 0.354
H 0.65485 -3.94255 -3.82352 0.228
H 2.13152 -3.41786 -2.98432 0.181
H 0.33557 -4.12927 -0.03804 0.288
H -1.24373 -4.05844 -0.85115 0.253
C 2.47239 0.81488 -6.59003 -0.563
C 1.17946 0.19125 -6.13160 -0.569
C 1.60518 -0.53093 -4.87189 0.084
O 2.69122 0.21833 -4.30952 -0.356
C 3.12994 1.18146 -5.27758 -0.463
H 2.33571 1.67318 -7.25268 0.342
H 3.07872 0.06791 -7.11609 0.253
H 0.45566 0.97706 -5.88525 0.275
H 0.72484 -0.47277 -6.87114 0.357
H 1.97430 -1.53733 -5.09612 0.102
H 0.79562 -0.61106 -4.14069 -0.057
H 2.80678 2.17045 -4.93480 0.295
H 4.22171 1.17259 -5.33802 0.266
```

Properties
- highest occupied orbital energy (eV) = -8.07

=====

Number 1: strongest force on any atom 0.057 Eh/bohr, energy -3658.06972 Eh, frontier orbital gap 5.162 eV. Number 2: strongest force on any atom 0.046 Eh/bohr, energy -1705.79562 Eh, frontier orbital gap 5.802 eV. Number 3: strongest force on any atom 0.159 Eh/bohr, energy -3480.57255 Eh, frontier orbital gap 6.891 eV. Number 4: strongest force on any atom 0.122 Eh/bohr, energy -1996.07584 Eh, frontier orbital gap 6.187 eV. Number 5: strongest force on any atom 0.009 Eh/bohr, energy -8940.85029 Eh, frontier orbital gap 7.790 eV. Number 6: strongest force on any atom 0.139 Eh/bohr, energy -4365.50934 Eh, frontier orbital gap 7.257 eV.